1.
Computed, not measured: 7 unconnected molecules or ions with the total composition C5H26N3O6, with the ωB97M-V functional and the def2-TZVPD basis.

Geometry as XYZ:
```
40
Properties=species:S:1:pos:R:3
C 0.02 3.96 0.66
C 0.01 2.51 0.08
C 0.64 1.68 1.20
C 1.04 0.26 0.79
C 2.07 -0.14 0.02
N 2.41 -1.52 -0.33
N 0.27 -0.68 1.45
N 0.76 2.48 -1.17
H -0.26 4.75 -0.02
H -0.70 3.95 1.49
H 1.01 4.21 1.05
H -1.04 2.21 0.05
H -0.02 1.72 2.07
H 1.50 2.14 1.72
H 2.72 0.55 -0.50
H 3.33 -1.50 -0.78
H 1.95 -1.95 -1.16
H 2.23 -2.21 0.40
H 0.29 -1.65 1.14
H -0.20 -0.49 2.32
H 0.53 3.30 -1.69
H 1.69 2.11 -1.10
H -2.98 -3.14 1.03
H -2.42 -1.82 0.40
O -2.28 -2.79 0.50
H 0.04 0.29 -3.98
H 0.67 0.88 -2.70
O 0.77 0.17 -3.36
H -1.61 0.27 -0.20
H -3.06 0.17 -0.19
O -2.31 -0.28 -0.56
H -0.28 -1.17 -2.71
H -1.20 -2.29 -3.26
O -0.53 -2.11 -2.57
H -0.57 -3.47 0.09
H -0.14 -2.47 -0.91
O 0.25 -2.97 -0.16
H -1.68 -0.07 4.45
H -2.38 1.05 3.81
O -1.49 0.80 4.04
```

Output
Energy relative to the best compared isomer or geometry (same formula, charge and spin): 214.4 kJ/mol
HOMO energy: -12.078 eV
E_LUMO: -2.59 eV
Net charge: +1
Spin multiplicity: 1
Maximum force: 3.1 eV/Å

***

2.
Computed, not measured: a molecular structure, C50H60BrF4N4P3PbSb, with the ωB97M-V functional and the def2-TZVPD basis.

Geometry as XYZ:
```
124
Properties=species:S:1:pos:R:3
Pb -0.31 -0.67 -0.78
C -2.67 -5.54 -2.97
C -1.60 -5.10 -2.20
C -1.40 -3.75 -2.00
C -2.25 -2.78 -2.56
C -3.39 -3.25 -3.25
C -3.57 -4.61 -3.46
N -1.99 -1.44 -2.32
C -2.55 -0.41 -2.97
C -3.00 -0.40 -4.32
C -3.56 0.71 -4.88
C -3.74 1.90 -4.13
C -3.31 1.96 -2.84
C -2.69 0.84 -2.25
N -2.20 0.81 -0.99
N -2.61 1.61 -0.10
C -2.00 1.49 1.13
C -2.68 1.94 2.26
C -2.08 1.85 3.50
C -0.77 1.38 3.57
C -0.16 0.97 2.41
N -0.76 0.97 1.22
H -2.81 -6.60 -3.16
H -0.92 -5.82 -1.77
H -0.56 -3.41 -1.41
H -4.14 -2.55 -3.59
H -4.44 -4.94 -4.02
H -2.84 -1.28 -4.92
H -3.85 0.70 -5.92
H -4.19 2.76 -4.61
H -3.38 2.87 -2.26
H -3.69 2.33 2.14
H -2.60 2.17 4.39
H -0.24 1.34 4.51
H 0.86 0.61 2.42
C 0.55 -3.45 -5.12
P 1.20 -2.17 -3.96
C 3.00 -2.47 -4.27
C 0.94 -0.70 -5.05
C 1.60 0.54 -4.46
P 1.17 0.90 -2.68
C 2.84 1.10 -1.94
C 0.58 2.63 -2.80
H 1.03 -3.35 -6.09
H -0.53 -3.36 -5.23
H 0.77 -4.44 -4.71
H 3.22 -2.40 -5.34
H 3.24 -3.47 -3.91
H 3.61 -1.75 -3.72
H -0.14 -0.54 -5.14
H 1.34 -0.90 -6.05
H 1.34 1.43 -5.04
H 2.69 0.41 -4.50
H 3.49 1.66 -2.61
H 3.26 0.11 -1.77
H 2.75 1.62 -0.99
H 1.29 3.25 -3.34
H 0.45 3.03 -1.79
H -0.38 2.64 -3.31
F 1.79 -8.31 1.32
C 1.33 -7.07 1.40
C 0.25 -6.78 2.22
F -0.32 -7.74 2.93
C -0.22 -5.48 2.30
F -1.24 -5.25 3.13
C 0.35 -4.44 1.57
P -0.19 -2.67 1.67
C 0.59 -2.31 3.30
C 0.02 -2.68 4.51
C 0.67 -2.38 5.70
C 1.89 -1.71 5.68
C 2.47 -1.35 4.47
C 1.82 -1.67 3.28
C -1.98 -2.78 1.96
C -2.64 -1.90 2.82
C -4.03 -1.88 2.86
C -4.77 -2.73 2.05
C -4.12 -3.60 1.18
C -2.73 -3.61 1.12
C 1.44 -4.76 0.76
Br 2.33 -3.44 -0.25
C 1.92 -6.05 0.67
F 2.94 -6.33 -0.13
H -0.93 -3.20 4.54
H 0.24 -2.68 6.64
H 2.38 -1.46 6.61
H 3.42 -0.84 4.45
H 2.28 -1.40 2.33
H -2.07 -1.24 3.46
H -4.54 -1.21 3.54
H -5.85 -2.72 2.09
H -4.68 -4.27 0.55
H -2.24 -4.27 0.43
C -0.89 5.68 0.14
C -0.07 5.45 1.41
C -0.99 5.08 2.56
Sb 1.45 3.92 0.98
C 2.78 5.37 -0.04
C 3.92 4.63 -0.74
C 3.32 6.48 0.85
C 2.27 3.71 3.02
C 3.54 2.87 2.97
C 2.48 4.99 3.82
H -1.60 6.50 0.28
H -1.45 4.78 -0.12
H -0.25 5.94 -0.71
H 0.47 6.37 1.66
H -1.65 4.27 2.27
H -1.60 5.94 2.85
H -0.43 4.75 3.44
H 2.13 5.81 -0.80
H 4.57 4.13 -0.02
H 4.53 5.34 -1.31
H 3.54 3.88 -1.43
H 4.06 6.09 1.56
H 2.53 6.97 1.41
H 3.82 7.24 0.25
H 1.49 3.12 3.52
H 4.34 3.41 2.46
H 3.38 1.93 2.44
H 3.89 2.64 3.98
H 3.35 5.54 3.46
H 2.66 4.74 4.87
H 1.61 5.65 3.78
```

Output
Energy relative to the best compared isomer or geometry (same formula, charge and spin): 110.5 kJ/mol
HOMO energy: -9.311 eV
E_LUMO: -3.77 eV
Net charge: +1
Spin multiplicity: 1
Maximum force: 1.3 eV/Å

***

3.
Computed, not measured: a molecular structure, H3N3O2, with the ωB97M-V functional and the def2-TZVPD basis.

Geometry as XYZ:
```
8
Properties=species:S:1:pos:R:3
N 1.51 0.29 0.03
N 0.00 -0.74 0.27
N -1.03 -0.01 0.10
O -0.89 1.20 0.14
O -2.05 -0.59 -0.08
H 1.39 0.51 -0.93
H 1.01 1.05 0.48
H 0.06 -1.72 -0.02
```

Output
Energy relative to the best compared isomer or geometry (same formula, charge and spin): 186.7 kJ/mol
HOMO energy: -10.871 eV
E_LUMO: -0.36 eV
Spin multiplicity: 1
Maximum force: 7.7 eV/Å

***

Q: The lowest maximum force belongs to which entry?
A: C50H60BrF4N4P3PbSb

***

Q: Which value of HOMO energy does entry 1 give?
A: -12.078 eV

***

Q: Look up the E_LUMO of the third one.
A: -0.36 eV

***

Q: Which of these has the highest E_LUMO?
A: H3N3O2